No. 1
C2Cl2O as an isolated structure in a non-equilibrium geometry. Source: the Open Molecules 2025 dataset; level of theory: wB97M-V/def2-TZVPD.

Structure (XYZ):
```
5
Properties=species:S:1:pos:R:3
C -1.84 -0.21 0.44
C 1.07 -0.28 -0.79
O -1.54 0.82 0.09
Cl 1.34 1.19 0.01
Cl 0.97 -1.52 0.25
```

HOMO: -9.47 eV
LUMO: -0.93 eV
E: -1071.7155 Ha
energy above the lowest of the compared OMol25 structures with the same formula, charge and spin: 38.6 kcal/mol
Kohn-Sham gap: 8.5 eV
net charge: 0
molecular weight: 110.9 g/mol

Population analysis type Mulliken, resulting atomic charges in e: atom 1 (C): 0.12, atom 2 (C): 0.01, atom 3 (O): -0.11, atom 4 (Cl): -0.02, atom 5 (Cl): 0.01

=====

No. 2
A 2-piece molecular cluster, C2Cl3NO3 overall in a non-equilibrium geometry. Source: the Open Molecules 2025 dataset; level of theory: wB97M-V/def2-TZVPD.

Structure (XYZ):
```
9
Properties=species:S:1:pos:R:3
C 1.66 -0.54 0.47
C -0.12 0.98 0.62
N -0.72 0.19 -0.42
O -1.37 -0.78 -0.13
O 1.75 -1.38 1.29
O -0.63 0.54 -1.58
Cl 2.37 -0.13 -0.99
Cl -1.12 0.97 2.01
Cl 0.48 2.40 -0.04
```

HOMO (spin up / spin down): -9.61 / -9.61 eV
LUMO (spin up / spin down): -1.62 / -1.62 eV
E: -1737.0626 Ha
energy above the lowest of the compared OMol25 structures with the same formula, charge and spin: 35.3 kcal/mol
Kohn-Sham gap (spin up / spin down): 8.0 / 8.0 eV
net charge: 0
molecular weight: 192.4 g/mol

Mulliken atomic charge list, values in e, 6 entries: atom 1 (C): 0.55, atom 2 (C): 0.11, atom 3 (N): 0.85, atom 4 (O): -0.56, atom 5 (O): -0.30, atom 6 (O): -0.52

=====

No. 3
The molecule C2Cl4O in a non-equilibrium geometry. Source: the Open Molecules 2025 dataset; level of theory: wB97M-V/def2-TZVPD.

Structure (XYZ):
```
7
Properties=species:S:1:pos:R:3
C -0.80 0.25 -0.43
C 0.83 0.52 -0.03
O -1.16 0.48 -1.49
Cl -1.76 -0.29 0.93
Cl 1.24 1.70 -1.18
Cl 0.94 1.19 1.64
Cl 1.64 -0.93 -0.45
```

HOMO: -10.88 eV
LUMO: 0.43 eV
E: -1992.1910 Ha
structure (SMILES): O=C(Cl)C(Cl)(Cl)Cl
energy above the lowest of the compared OMol25 structures with the same formula, charge and spin: 0.0 kcal/mol
Kohn-Sham gap: 11.3 eV
net charge: 0
molecular weight: 181.8 g/mol

Mulliken atomic charge list, values in e, 6 entries: atom 1 (C): 0.37, atom 2 (C): 0.39, atom 3 (O): -0.30, atom 4 (Cl): -0.13, atom 5 (Cl): -0.12, atom 6 (Cl): -0.12

=====

No. 4
A 2-piece molecular cluster, C2Cl6OS overall in a non-equilibrium geometry. Source: the Open Molecules 2025 dataset; level of theory: wB97M-V/def2-TZVPD.

Structure (XYZ):
```
10
Properties=species:S:1:pos:R:3
C -0.83 0.75 0.21
C -1.07 -0.70 0.05
O 1.40 0.93 -0.65
S 2.45 -0.10 -0.99
Cl -0.67 1.34 1.77
Cl -1.45 1.77 -0.95
Cl 0.21 -1.51 0.94
Cl -2.67 -1.09 0.57
Cl -0.97 -1.23 -1.62
Cl 3.61 -0.16 0.67
```

HOMO (spin up / spin down): -8.34 / -9.43 eV
LUMO (spin up / spin down): -1.74 / -0.72 eV
E: -3310.6943 Ha
energy above the lowest of the compared OMol25 structures with the same formula, charge and spin: 22.7 kcal/mol
Kohn-Sham gap (spin up / spin down): 6.6 / 8.7 eV
net charge: 0
molecular weight: 284.8 g/mol

Mulliken atomic charge list, values in e, 6 entries: atom 1 (C): 0.17, atom 2 (C): 0.33, atom 3 (O): -0.31, atom 4 (S): 0.39, atom 5 (Cl): -0.08, atom 6 (Cl): -0.09

=====

No. 5
A 2-piece molecular cluster, C2ClF2OS overall in a non-equilibrium geometry. Source: the Open Molecules 2025 dataset; level of theory: wB97M-V/def2-TZVPD.

Structure (XYZ):
```
7
Properties=species:S:1:pos:R:3
C -1.83 0.14 0.17
C 1.51 -0.63 -0.19
O -1.91 -0.66 1.00
F 0.35 -0.25 -0.65
F 2.41 0.18 -0.98
S -2.19 1.08 -0.99
Cl 1.67 0.14 1.63
```

HOMO: -2.98 eV
LUMO: 2.95 eV
E: -1209.5731 Ha
energy above the lowest of the compared OMol25 structures with the same formula, charge and spin: 46.3 kcal/mol
Kohn-Sham gap: 5.9 eV
net charge: -1
molecular weight: 145.5 g/mol

Mulliken atomic charge list, values in e, 6 entries: atom 1 (C): 0.67, atom 2 (C): -0.38, atom 3 (O): -0.32, atom 4 (F): 0.01, atom 5 (F): -0.22, atom 6 (S): -0.37

=====

No. 6
A 2-piece molecular cluster, C2ClN5 overall in a non-equilibrium geometry. Source: the Open Molecules 2025 dataset; level of theory: wB97M-V/def2-TZVPD.

Structure (XYZ):
```
8
Properties=species:S:1:pos:R:3
C 0.95 1.16 0.55
C -1.74 -0.12 -0.42
N 0.67 2.24 0.82
N -1.39 0.53 -1.33
N 1.35 -0.04 0.51
N 1.26 -1.94 -0.76
N 1.35 -0.98 -0.22
Cl -2.45 -0.86 0.86
```

HOMO: -10.56 eV
LUMO: 0.17 eV
E: -810.0457 Ha
energy above the lowest of the compared OMol25 structures with the same formula, charge and spin: 12.9 kcal/mol
Kohn-Sham gap: 10.7 eV
net charge: 0
molecular weight: 129.5 g/mol

Mulliken atomic charge list, values in e, 6 entries: atom 1 (C): 0.42, atom 2 (C): 0.36, atom 3 (N): -0.41, atom 4 (N): -0.33, atom 5 (N): -0.49, atom 6 (N): -0.47

=====

No. 7
A 2-piece molecular cluster, C2ClN5 overall in a non-equilibrium geometry. Source: the Open Molecules 2025 dataset; level of theory: wB97M-V/def2-TZVPD.

Structure (XYZ):
```
8
Properties=species:S:1:pos:R:3
C -1.18 -0.32 1.65
C 1.32 1.05 -0.80
N -1.28 -0.31 2.80
N 1.66 0.67 -1.82
N -1.22 -0.33 0.36
N -0.53 -1.31 -1.60
N -0.81 -0.91 -0.60
Cl 0.98 1.66 0.66
```

HOMO: -10.82 eV
LUMO: 0.15 eV
E: -810.0451 Ha
energy above the lowest of the compared OMol25 structures with the same formula, charge and spin: 13.2 kcal/mol
Kohn-Sham gap: 11.0 eV
net charge: 0
molecular weight: 129.5 g/mol

Mulliken atomic charge list, values in e, 6 entries: atom 1 (C): 0.47, atom 2 (C): 0.38, atom 3 (N): -0.40, atom 4 (N): -0.32, atom 5 (N): -0.56, atom 6 (N): -0.44

=====

No. 8
C2ClNS as an isolated structure in a non-equilibrium geometry. Source: the Open Molecules 2025 dataset; level of theory: wB97M-V/def2-TZVPD.

Structure (XYZ):
```
5
Properties=species:S:1:pos:R:3
C -0.12 0.28 -0.08
C 0.46 -0.91 0.01
N -0.89 1.17 0.01
S 1.04 -2.27 0.01
Cl 2.02 1.32 0.00
```

HOMO (spin up / spin down): -9.18 / -9.18 eV
LUMO (spin up / spin down): -3.05 / -3.05 eV
E: -989.2007 Ha
energy above the lowest of the compared OMol25 structures with the same formula, charge and spin: 58.5 kcal/mol
Kohn-Sham gap (spin up / spin down): 6.1 / 6.1 eV
net charge: 0
molecular weight: 105.5 g/mol

Population analysis type Mulliken, resulting atomic charges in e: atom 1 (C): 0.71, atom 2 (C): 0.29, atom 3 (N): -0.28, atom 4 (S): -0.22, atom 5 (Cl): -0.49

=====

No. 9
C2F10N3NaO12S6 as an isolated structure in a non-equilibrium geometry. Source: the Open Molecules 2025 dataset; level of theory: wB97M-V/def2-TZVPD.

Structure (XYZ):
```
34
Properties=species:S:1:pos:R:3
Na 14.72 -10.21 -2.81
N 17.04 -6.60 -3.73
S 17.14 -7.05 -2.29
O 16.68 -8.39 -1.98
O 17.20 -6.06 -1.19
F 18.69 -7.45 -2.42
S 15.36 -6.47 -3.48
O 14.91 -5.45 -2.46
O 14.54 -7.67 -3.49
F 15.10 -5.82 -4.93
N 15.03 -11.17 -4.72
S 13.80 -11.69 -5.74
O 13.61 -13.14 -5.76
O 13.48 -11.04 -6.94
F 12.53 -11.19 -4.80
S 16.16 -11.12 -5.64
O 16.60 -9.74 -5.90
O 16.30 -12.12 -6.67
F 17.22 -11.58 -4.57
C 16.31 -10.77 1.63
F 17.26 -9.94 1.18
F 16.83 -11.74 2.45
F 15.37 -10.04 2.27
S 15.53 -11.74 0.19
O 16.66 -11.68 -0.76
O 15.05 -13.11 0.58
N 14.27 -10.72 -0.42
S 12.96 -10.96 0.24
O 11.95 -11.63 -0.53
O 13.13 -11.50 1.59
C 12.36 -9.08 0.41
F 11.13 -9.06 0.89
F 13.11 -8.48 1.31
F 12.44 -8.38 -0.69
```

HOMO: -5.25 eV
LUMO: 4.11 eV
E: -4693.5009 Ha
energy above the lowest of the compared OMol25 structures with the same formula, charge and spin: 72.1 kcal/mol
Kohn-Sham gap: 9.4 eV
net charge: -2
molecular weight: 663.4 g/mol

Mulliken atomic charge list, values in e, 6 entries: atom 1 (Na): 1.21, atom 2 (N): -0.37, atom 3 (S): 1.02, atom 4 (O): -0.35, atom 5 (O): -0.63, atom 6 (F): -0.35

=====

No. 10
A 2-piece molecular cluster, C2F2I2 overall in a non-equilibrium geometry. Source: the Open Molecules 2025 dataset; level of theory: wB97M-V/def2-TZVPD.

Structure (XYZ):
```
6
Properties=species:S:1:pos:R:3
C 0.02 1.16 -0.67
C 0.14 -0.92 0.76
F 1.09 1.83 -0.95
F -0.92 -1.74 0.53
I -0.87 0.26 -2.37
I 0.53 -0.60 2.69
```

HOMO (spin up / spin down): -8.74 / -8.74 eV
LUMO (spin up / spin down): -1.30 / -1.30 eV
E: -871.1000 Ha
energy above the lowest of the compared OMol25 structures with the same formula, charge and spin: 107.0 kcal/mol
Kohn-Sham gap (spin up / spin down): 7.4 / 7.4 eV
net charge: 0
molecular weight: 315.8 g/mol

Population analysis type Mulliken, resulting atomic charges in e: atom 1 (C): 0.00, atom 2 (C): -0.05, atom 3 (F): -0.07, atom 4 (F): -0.09, atom 5 (I): 0.04, atom 6 (I): 0.17